Version A
ORCA calculation (ωB97M-V/def2-TZVPD) on a 11-piece molecular cluster, C44H121N11O11 overall.

The geometry in ORCA input format:
```
! RIJCOSX wB97M-V def2-TZVPD def2/J DEFGRID3
* xyz 0 1
C 6.2175 1.6658 -2.7870
O 5.5275 0.8485 -1.8494
C 4.4264 1.4878 -1.2210
C 4.8217 2.5136 -0.1922
C 5.9280 2.0080 0.7336
N 3.6168 3.0006 0.4875
H 6.6053 0.9737 -3.5323
H 7.0052 2.1593 -2.2091
H 5.6686 2.4357 -3.3391
H 3.7729 1.9041 -2.0035
H 3.7951 0.6846 -0.8210
H 5.2091 3.4104 -0.6926
H 5.5919 1.0695 1.1913
H 6.0453 2.6818 1.5854
H 6.8648 1.8590 0.2055
H 3.3130 2.3578 1.2115
H 3.8082 3.8977 0.9123
C 2.1320 0.5850 4.6974
O 2.9068 -0.5412 4.3476
C 3.3626 -0.5820 3.0098
C 3.9897 -1.9239 2.7263
C 5.2707 -2.1550 3.4836
N 4.2103 -2.0190 1.2786
H 1.1751 0.6404 4.1668
H 2.7652 1.4601 4.4979
H 1.9408 0.5192 5.7661
H 2.4853 -0.4378 2.3580
H 4.0777 0.2432 2.8794
H 3.2575 -2.6971 2.9964
H 5.1472 -2.2644 4.5592
H 6.0101 -1.3705 3.3002
H 5.7427 -3.0754 3.1243
H 3.3478 -1.8350 0.7672
H 4.3795 -2.9717 0.9674
C -2.3141 -6.0676 -1.1155
O -2.3688 -4.7515 -0.6520
C -3.3907 -3.9849 -1.2657
C -3.9789 -2.9898 -0.2711
C -5.2977 -2.3822 -0.7803
N -3.0136 -1.9375 0.0776
H -1.8448 -6.1210 -2.1062
H -3.2827 -6.5720 -1.2656
H -1.8261 -6.7020 -0.3760
H -2.9688 -3.4451 -2.1282
H -4.1888 -4.6452 -1.6235
H -4.1717 -3.5829 0.6272
H -5.9036 -2.2332 0.1104
H -5.8048 -3.1153 -1.4082
H -5.1546 -1.4400 -1.3038
H -2.6113 -1.6147 -0.8018
H -2.2223 -2.3762 0.5434
C -3.5924 1.4213 -1.0210
O -4.9793 1.6501 -0.8814
C -5.4345 2.8079 -1.5484
C -6.7598 3.2191 -0.9890
C -7.7837 2.0611 -1.0773
N -7.2583 4.4563 -1.6374
H -3.3902 1.2107 -2.0795
H -3.3838 0.5498 -0.3992
H -2.9267 2.1999 -0.6364
H -4.6961 3.6167 -1.6082
H -5.5492 2.5535 -2.6258
H -6.7202 3.4038 0.0872
H -8.5643 2.2389 -0.3360
H -7.2724 1.1307 -0.8398
H -8.2781 2.0224 -2.0519
H -8.1554 4.6079 -1.1833
H -7.4996 4.2068 -2.5942
C 0.7991 -1.6437 -2.5297
O 0.5613 -1.0721 -1.2621
C 0.0802 0.2544 -1.3286
C 0.2909 0.9209 0.0107
C -0.6442 0.4054 1.1110
N -0.0625 2.3494 -0.1427
H 1.8200 -1.3603 -2.8201
H 0.0799 -1.3270 -3.2900
H 0.7976 -2.7290 -2.4302
H 0.6634 0.8509 -2.0501
H -0.9618 0.2530 -1.6744
H 1.3087 0.6829 0.3430
H -0.4697 1.0342 1.9954
H -0.4064 -0.6202 1.3745
H -1.7000 0.5711 0.9035
H -0.5143 2.6088 0.7237
H 0.7562 2.9340 -0.2808
C 1.1190 -5.6736 -3.1321
O 1.4217 -5.5231 -1.7765
C 1.7692 -6.6936 -1.0818
C 2.8253 -7.5818 -1.6802
C 3.1738 -8.7033 -0.7342
N 4.0553 -6.8434 -1.9929
H 1.1126 -4.6911 -3.6040
H 0.0609 -5.9561 -3.3079
H 1.6537 -6.4480 -3.6830
H 2.0792 -6.3816 -0.0805
H 0.8881 -7.3255 -0.8823
H 2.4580 -8.0857 -2.5882
H 3.7942 -9.4568 -1.2205
H 2.2881 -9.2587 -0.3988
H 3.6489 -8.3653 0.1875
H 4.7359 -7.3832 -2.5062
H 3.8028 -6.0096 -2.5095
C 0.2691 -2.3646 3.3498
O -0.8797 -2.7080 4.0681
C -0.7998 -2.1339 5.3416
C -2.0664 -2.3663 6.1584
C -3.3726 -1.9334 5.5262
N -1.9509 -1.7615 7.4996
H 0.3213 -1.2804 3.2322
H 0.2702 -2.8244 2.3579
H 1.1710 -2.7647 3.8246
H 0.0463 -2.5056 5.9410
H -0.6032 -1.0471 5.2693
H -2.1303 -3.4563 6.2624
H -3.3415 -0.9311 5.0840
H -4.1587 -1.8529 6.2801
H -3.7969 -2.5837 4.7603
H -1.5289 -0.8442 7.3917
H -1.3277 -2.3153 8.0747
C -7.4600 -0.8340 5.6736
O -6.8545 -0.2063 4.5907
C -7.1246 -0.8108 3.3500
C -6.2901 -0.1611 2.2847
C -4.8011 -0.1736 2.6363
N -6.7151 1.2616 2.1808
H -7.1599 -0.3330 6.5911
H -7.1437 -1.8855 5.7556
H -8.5557 -0.8283 5.5916
H -6.9562 -1.8979 3.4113
H -8.1921 -0.7095 3.0963
H -6.3938 -0.6553 1.3194
H -4.3868 -1.1772 2.8037
H -4.6647 0.4389 3.5267
H -4.1203 0.1570 1.8478
H -5.9815 1.7772 1.7086
H -6.7618 1.5688 3.1471
C 1.7715 6.3888 -1.0771
O 0.6325 6.9092 -0.4360
C 0.8386 7.0852 0.9469
C -0.2886 7.8905 1.5561
C -0.1654 9.3692 1.1575
N -0.2386 7.6802 3.0092
H 2.2184 5.5091 -0.5821
H 2.5600 7.1485 -1.1083
H 1.4620 5.9692 -2.0333
H 0.9428 6.1116 1.4416
H 1.7798 7.6385 1.1138
H -1.2282 7.4844 1.1749
H -0.7315 9.9757 1.8686
H -0.4688 9.5583 0.1310
H 0.8705 9.6945 1.3022
H 0.5851 8.1306 3.3935
H -1.0495 8.1264 3.4203
C 0.4857 2.9615 -4.3392
O 0.4541 4.1925 -3.6652
C -0.6953 4.9789 -3.9786
C -1.9558 4.5371 -3.2642
C -3.1467 5.4340 -3.5944
N -1.7236 4.4507 -1.8090
H -0.3684 2.3136 -4.1188
H 1.4161 2.4518 -4.0944
H 0.5023 3.1432 -5.4255
H -0.4249 6.0096 -3.7311
H -0.7688 4.9432 -5.0786
H -2.2015 3.5143 -3.5763
H -3.1350 5.7822 -4.6255
H -3.0411 6.2998 -2.9299
H -4.0879 4.9622 -3.3270
H -1.0215 3.7252 -1.7005
H -1.3325 5.3406 -1.5062
C 4.1491 -2.5063 -3.3181
O 5.4046 -3.1126 -3.3820
C 6.3439 -2.2821 -4.0411
C 7.7071 -2.9104 -4.0433
C 8.7388 -1.9715 -4.6264
N 7.6341 -4.1199 -4.9069
H 3.8227 -2.1123 -4.2919
H 4.0998 -1.6832 -2.5925
H 3.3965 -3.2372 -3.0140
H 6.0340 -2.2520 -5.1002
H 6.3734 -1.2647 -3.6397
H 7.8773 -3.2452 -3.0110
H 8.8339 -1.1070 -3.9606
H 8.4296 -1.6608 -5.6210
H 9.7255 -2.4338 -4.6349
H 6.8320 -4.6705 -4.6243
H 8.4764 -4.6598 -4.7508
*
```

Output
- Highest occupied orbital energy: -0.3188 Eh

Version B
ORCA calculation (ωB97M-V/def2-TZVPD) on a 11-piece molecular cluster, C44H121N11O11 overall.

The geometry in ORCA input format:
```
! RIJCOSX wB97M-V def2-TZVPD def2/J DEFGRID3
* xyz 0 1
C 3.0212 -2.1797 -2.3178
O 2.6621 -1.1142 -3.1686
C 3.0419 -1.2990 -4.5411
C 2.9450 0.0463 -5.3268
C 3.9939 1.0305 -4.6754
N 1.6737 0.7919 -5.3368
H 2.4753 -3.1021 -2.5156
H 2.6481 -2.0435 -1.3027
H 4.0998 -2.3344 -2.3478
H 4.0478 -1.6944 -4.6818
H 2.4782 -2.1215 -4.9815
H 3.0958 -0.2127 -6.3748
H 3.7660 2.0753 -4.8861
H 5.0456 0.8653 -4.9096
H 3.9370 0.9824 -3.5880
H 1.4435 1.0644 -4.3920
H 0.8679 0.2295 -5.5700
C -0.5294 2.4652 5.0183
O -0.3717 3.3610 6.0643
C -0.1265 2.5816 7.3192
C 0.2699 3.5067 8.4957
C 0.6892 2.7956 9.7860
N -0.9328 4.3007 8.7757
H 0.3402 1.8606 4.7608
H -0.7722 2.9015 4.0494
H -1.2978 1.7021 5.1421
H -1.0837 2.0910 7.4956
H 0.6691 1.8450 7.2070
H 1.0793 4.1530 8.1564
H 1.0731 3.6088 10.4020
H 1.5727 2.1976 9.5627
H -0.0700 2.1918 10.2832
H -1.6593 3.6341 8.5564
H -0.9590 4.5162 9.7621
C -5.4193 -0.2984 3.6528
O -4.4013 -1.2761 3.7686
C -4.7208 -2.4359 2.9598
C -3.4157 -3.2857 2.8203
C -2.3870 -2.7681 1.7880
N -3.7958 -4.5934 2.2978
H -4.9840 0.6846 3.8332
H -6.0829 -0.3940 4.5122
H -5.9316 -0.2747 2.6910
H -5.4887 -3.0496 3.4309
H -5.0719 -2.1166 1.9785
H -3.0786 -3.4447 3.8446
H -2.0399 -1.7767 2.0790
H -2.8414 -2.6823 0.8010
H -1.5497 -3.4580 1.6820
H -4.1029 -4.3648 1.3632
H -2.9465 -5.1351 2.2247
C -2.9439 -0.0326 6.5291
O -1.6749 -0.5844 6.3765
C -1.5549 -1.6107 5.3965
C -0.2092 -2.3029 5.4640
C 1.0128 -1.2988 5.3549
N -0.0553 -3.2758 4.3435
H -3.3555 0.5558 5.7092
H -3.0720 0.5828 7.4196
H -3.6974 -0.8201 6.5299
H -2.3675 -2.3361 5.4370
H -1.6719 -1.0395 4.4756
H -0.1355 -2.9007 6.3725
H 1.9345 -1.8544 5.1821
H 1.2058 -0.5998 6.1687
H 0.7752 -0.7227 4.4606
H -0.8866 -3.8313 4.2006
H 0.6572 -3.9730 4.5060
C 2.4105 -1.7985 1.9994
O 3.7894 -2.2031 1.7098
C 4.6530 -1.7596 2.8064
C 4.8268 -2.8141 3.9469
C 5.5452 -2.2697 5.1375
N 5.5539 -3.9175 3.5073
H 2.2864 -0.7156 1.9986
H 2.0845 -2.3009 2.9102
H 1.7775 -2.2179 1.2174
H 5.5920 -1.3784 2.4051
H 4.3351 -0.8327 3.2838
H 3.8473 -3.1069 4.3250
H 6.5757 -1.9993 4.9071
H 5.5956 -2.9987 5.9463
H 5.0115 -1.4197 5.5625
H 5.4231 -4.6623 4.1769
H 5.2472 -4.3528 2.6491
C -5.4331 1.6583 -9.2746
O -4.9531 2.0237 -7.9779
C -5.6443 1.1490 -7.0402
C -5.2272 1.2786 -5.5976
C -3.7193 1.1333 -5.2991
N -5.9604 0.2363 -4.8982
H -5.0731 2.3162 -10.0656
H -6.5230 1.6591 -9.2857
H -5.1952 0.6662 -9.6583
H -6.6833 1.4763 -7.0764
H -5.4351 0.1153 -7.3153
H -5.5393 2.2666 -5.2591
H -3.2892 1.9200 -5.9190
H -3.3655 0.1488 -5.6051
H -3.3182 1.3641 -4.3122
H -5.3879 -0.5951 -4.8645
H -6.0533 0.5014 -3.9281
C -3.6366 -2.9522 -5.2694
O -4.2872 -2.2102 -4.2782
C -4.4672 -3.0798 -3.1759
C -5.6131 -2.5576 -2.3306
C -5.3723 -1.2501 -1.4846
N -6.1775 -3.5269 -1.3483
H -4.2240 -3.7367 -5.7466
H -2.6739 -3.3700 -4.9749
H -3.3704 -2.1908 -6.0025
H -4.8732 -4.0560 -3.4409
H -3.5699 -3.2543 -2.5821
H -6.4506 -2.3912 -3.0081
H -6.2661 -0.7770 -1.0778
H -4.9026 -0.4781 -2.0940
H -4.7009 -1.4809 -0.6576
H -6.1415 -3.1227 -0.4234
H -7.1584 -3.6782 -1.5359
C -0.0929 -1.6312 -6.8829
O -0.2290 -0.2622 -7.0492
C 0.3293 0.2658 -8.2422
C -0.0317 1.7425 -8.3826
C 0.1662 2.2528 -9.7853
N 0.8572 2.5181 -7.5202
H -0.5529 -2.1004 -7.7525
H -0.7094 -1.9557 -6.0446
H 0.9456 -1.9585 -6.8321
H 1.4145 0.1684 -8.2723
H -0.1446 -0.1810 -9.1162
H -1.0442 1.9555 -8.0398
H 0.1727 3.3282 -9.9630
H -0.6167 1.8627 -10.4357
H 1.0656 1.8761 -10.2725
H 1.0855 2.0837 -6.6374
H 1.7608 2.5278 -7.9714
C -0.3520 0.7164 1.6646
O -0.0201 0.7935 0.2695
C -0.6811 -0.1720 -0.5961
C -0.7651 0.3234 -2.0733
C -1.3797 -0.6397 -3.0704
N 0.5165 0.8523 -2.5176
H 0.1740 1.5033 2.2053
H -0.1021 -0.2984 1.9741
H -1.4225 0.8711 1.7995
H -0.0788 -1.0804 -0.6084
H -1.7265 -0.3171 -0.3235
H -1.4823 1.1435 -2.1087
H -1.1465 -0.3315 -4.0896
H -2.4662 -0.7077 -3.0158
H -1.0451 -1.6699 -2.9487
H 1.1239 0.0479 -2.5814
H 0.8254 1.3400 -1.6889
C 5.5618 1.4371 4.9256
O 4.1535 1.1959 5.1703
C 3.3629 2.3367 5.4180
C 3.3551 3.2599 4.1785
C 2.5792 4.5503 4.4519
N 2.6120 2.7136 3.0546
H 6.0157 2.1111 5.6521
H 5.8131 1.7823 3.9227
H 6.0541 0.4747 5.0653
H 2.3966 2.0281 5.8169
H 3.8198 2.9006 6.2313
H 4.3595 3.5074 3.8351
H 1.5536 4.3313 4.7488
H 2.6090 5.1727 3.5575
H 3.0848 5.1387 5.2175
H 2.7092 1.7147 3.1678
H 1.6465 2.9659 3.2100
C 5.9073 -0.1118 -1.2042
O 5.9332 1.1710 -0.4920
C 4.6582 1.6165 0.0868
C 3.6447 2.0319 -1.0414
C 4.1997 3.0458 -2.0633
N 2.5714 2.7110 -0.3981
H 5.4334 -0.0179 -2.1813
H 5.4659 -0.8342 -0.5175
H 6.9276 -0.4176 -1.4355
H 4.2560 0.7149 0.5488
H 4.7708 2.3548 0.8807
H 3.3528 1.1225 -1.5666
H 3.5162 3.4207 -2.8250
H 5.0750 2.6152 -2.5497
H 4.5511 3.9875 -1.6417
H 2.1450 2.1294 0.3090
H 2.8518 3.5312 0.1204
*
```

Output
- Highest occupied orbital energy: -0.2951 Eh

Which of them is the most stable, and which is the least stable? version A and version B, in that order.

Version A
ORCA calculation (ωB97M-V/def2-TZVPD) on an isolated molecule of C3H6S3.

The geometry in ORCA input format:
```
! RIJCOSX wB97M-V def2-TZVPD def2/J DEFGRID3
* xyz 0 1
C 1.5258 -0.4319 0.3978
S 1.2770 1.3231 -0.0070
C -0.4915 1.4927 0.4875
S -1.7147 0.4214 -0.3010
C -1.1146 -1.1855 0.2543
S 0.4930 -1.6788 -0.3994
H 2.5254 -0.5805 -0.0175
H 1.5198 -0.6215 1.4908
H -0.5635 1.4799 1.5868
H -0.8517 2.4661 0.1416
H -1.9149 -1.8596 -0.0753
H -1.1169 -1.1865 1.3541
*
```

Output
- Highest occupied orbital energy: -0.3211 Eh

Version B
ORCA calculation (ωB97M-V/def2-TZVPD) on an isolated molecule of C3H6S3.

The geometry in ORCA input format:
```
! RIJCOSX wB97M-V def2-TZVPD def2/J DEFGRID3
* xyz 0 1
C 0.7827 -1.3889 -0.5870
C -1.7186 -0.1741 0.0234
C 0.4606 1.5097 0.6188
H 1.6307 -1.0944 0.0505
H 0.9705 -2.4292 -0.9561
H 0.6634 -0.7633 -1.4674
H 1.2648 1.0256 0.0950
H 0.3814 1.1466 1.6343
H 0.7077 2.5558 0.5783
S -0.7489 -1.5198 0.3748
S -3.3375 -0.2552 0.0053
S -1.0569 1.3873 -0.3699
*
```

Output
- Highest occupied orbital energy: -0.3068 Eh

Which of them is the most stable, and which is the least stable? version A and version B, in that order.

Version A
ORCA calculation (ωB97M-V/def2-TZVPD) on a 2-piece molecular cluster, C10H15N2 overall.

The geometry in ORCA input format:
```
! RIJCOSX wB97M-V def2-TZVPD def2/J DEFGRID3
* xyz 1 1
C 3.7569 -0.1292 -0.0301
C 3.2115 -1.4454 -0.0669
C 2.9348 0.9485 0.0204
C 1.8714 -1.6312 -0.0912
C 1.5217 0.8604 0.1206
C 1.2220 -0.4587 -0.0599
C 0.5779 1.9974 0.5036
C -1.5268 -0.7372 -1.4368
C -3.2909 0.5035 0.0005
C -2.1638 -0.6148 -0.0461
N -1.3934 -0.5281 2.2009
N -1.2530 -0.4698 1.0047
H 4.7671 -0.0550 -0.1732
H 3.8140 -2.2492 -0.1454
H 3.3565 1.9516 -0.1855
H 1.2617 -2.4830 -0.1836
H 0.5618 2.6897 -0.4232
H -0.3341 1.4233 0.6016
H 1.0493 2.4614 1.3841
H -0.7629 0.1192 -1.4753
H -1.0359 -1.7414 -1.6248
H -2.2837 -0.6319 -2.3142
H -3.3390 0.9228 1.0128
H -4.3497 0.1609 -0.3871
H -2.9263 1.2326 -0.8528
H -2.8137 -1.4700 0.1153
H -2.4335 -0.6266 2.5318
*
```

Output
- Highest occupied orbital energy (alpha / beta): -0.4871 / -0.4870 Eh

Version B
ORCA calculation (ωB97M-V/def2-TZVPD) on an isolated ion of composition C10H15N2 and charge +1.

The geometry in ORCA input format:
```
! RIJCOSX wB97M-V def2-TZVPD def2/J DEFGRID3
* xyz 1 1
C -3.0683 2.3100 -0.0917
C -2.4340 1.2901 -0.1663
C -0.1711 -0.9185 -1.8373
C -1.3067 -0.5231 -1.3337
C 1.1931 -0.7500 -1.4215
C 1.5242 0.1709 -0.2044
C 0.4974 1.3109 -0.0278
C -1.3949 0.3676 -0.1811
C 3.3515 -1.5675 -1.6977
C -1.8045 0.2791 2.2108
N 2.0699 -1.4316 -2.0522
N -1.4694 -0.5153 1.0176
H -3.7777 3.0975 0.0826
H -0.1175 -1.6905 -2.5446
H -2.2753 -0.8317 -1.7596
H 1.3927 -0.5859 0.6533
H 2.5091 0.6747 -0.2051
H 0.2589 2.0064 0.8259
H 0.4693 1.8269 -0.9799
H 3.6322 -1.1129 -0.7610
H 4.0711 -1.1629 -2.4961
H 3.4873 -2.7724 -1.7021
H -0.8852 0.6845 2.7088
H -2.4875 1.1028 1.8929
H -2.2977 -0.2432 2.9135
H -2.4296 -1.0146 0.8508
H -0.6360 -1.1293 1.0861
*
```

Output
- Highest occupied orbital energy: -0.4596 Eh

Version C
ORCA calculation (ωB97M-V/def2-TZVPD) on a 2-piece molecular cluster, C10H15N2 overall.

The geometry in ORCA input format:
```
! RIJCOSX wB97M-V def2-TZVPD def2/J DEFGRID3
* xyz 1 1
C 1.4427 2.2949 -0.4299
C -1.7390 0.3785 0.3320
C -0.8353 0.9119 -0.6656
C 0.1922 1.5722 0.0516
C -0.2083 1.6587 1.4577
C -2.8587 -0.3849 -0.1104
C -2.9626 -0.7250 -1.4385
C -2.0651 -0.0761 -2.3561
C -0.9879 0.6961 -1.9994
N -1.2905 0.8452 1.6002
H -3.6323 -0.7088 0.6552
H -3.5521 -1.6567 -1.7557
H -1.9596 0.9526 2.3502
H -2.1939 -0.4000 -3.3755
H -0.1112 2.4860 2.0896
H -0.3247 0.9653 -2.7689
H 1.7710 1.6913 -1.2407
H 2.1761 2.5623 0.3601
H 1.1390 3.2341 -1.0739
C 2.5754 -2.6754 1.1568
N 1.9878 -1.2846 0.8611
H 1.0097 -1.2767 0.8828
H 2.3027 -0.6860 1.6272
H 2.1632 -0.9326 -0.0587
H 2.2004 -3.1800 2.0300
H 3.6674 -2.8894 1.3526
H 2.0938 -3.3726 0.4664
*
```

Output
- Highest occupied orbital energy: -0.3931 Eh

Which of them is the most stable, and which is the least stable? version C and version B, in that order.

Version A
ORCA calculation (ωB97M-V/def2-TZVPD) on a 2-piece molecular cluster, CH5N2S overall.

The geometry in ORCA input format:
```
! RIJCOSX wB97M-V def2-TZVPD def2/J DEFGRID3
* xyz -1 1
S -2.4561 1.1947 0.3898
H -2.2528 2.4657 0.8254
N 0.5553 0.3516 0.4294
C 0.5066 -0.7477 -0.3331
N 1.4609 -1.6372 -0.3498
H 1.5086 0.4047 0.7483
H -0.2251 1.0445 0.4650
H -0.2640 -0.7815 -1.1069
H 1.1667 -2.2947 -1.0680
*
```

Output
- Highest occupied orbital energy: -0.1115 Eh

Version B
ORCA calculation (ωB97M-V/def2-TZVPD) on a 2-piece molecular cluster, CH5N2S overall.

The geometry in ORCA input format:
```
! RIJCOSX wB97M-V def2-TZVPD def2/J DEFGRID3
* xyz -1 1
S 2.0566 -0.8237 0.7994
H 2.8812 -0.3883 -0.1488
N -0.7806 1.4038 -1.0119
C -1.2802 0.3333 -0.2105
N -2.5214 -0.1251 -0.3842
H -1.3486 1.9563 -1.6421
H 0.2089 1.2926 -1.1599
H -0.9092 0.0044 0.8010
H -2.9425 -0.6362 0.3963
*
```

Output
- Highest occupied orbital energy: -0.0983 Eh

Which of them is the most stable, and which is the least stable? version A and version B, in that order.